Entry from OMol25: a cluster of 7 separate species, C26H52F6O24P2S3 in total in a non-equilibrium geometry (ωB97M-V/def2-TZVPD).

Last column: Löwdin charge in e.
Positions of all 113 atoms, in Å:
H 4.3632 0.4740 0.8260  0.053
H 5.5944 -0.6056 1.4595  0.090
C 0.8522 3.6738 -5.3143  -0.052
H -7.3514 -2.2074 5.5171  0.080
F 3.6633 0.0714 -3.3251  0.168
S 0.9934 -7.9805 -2.2613  0.589
O 3.2647 2.4709 -1.0750  -0.196
O -0.1126 -3.1172 0.6724  -0.207
F 1.8265 -0.9349 -3.8962  0.173
C -3.5825 -2.1077 0.2676  -0.243
H -2.1010 1.8018 2.0183  0.132
O -2.2396 -0.1161 4.6755  -0.184
H 1.8643 -0.6127 0.7630  0.129
C 8.0385 1.9839 -0.1876  -0.404
O -5.3060 0.3311 1.4393  -0.227
C 3.7563 5.2854 -0.1761  -0.249
C 2.3755 1.0416 -5.0996  -0.405
H 2.7257 3.7901 2.9877  0.122
H 2.1409 -0.0394 -0.9138  0.111
H -7.9378 -3.1957 0.7703  0.069
H -7.6012 -3.2954 4.1859  0.081
H -2.7037 -3.3934 -1.1903  0.063
C 6.3069 1.4503 1.3115  -0.178
H -1.1947 -6.2872 -0.4118  0.132
H -4.3515 -3.8763 -0.7817  0.083
H -1.4913 4.0644 0.3755  0.071
H -5.4837 -2.2854 3.7182  0.119
H 2.9919 3.5992 -5.6843  0.132
H 4.3682 6.6544 -1.6405  0.085
C 2.2779 1.8007 3.7166  -0.064
O -1.3441 -2.0529 3.4859  -0.203
H 4.8914 0.5460 2.5202  0.075
H 5.8276 2.4035 1.0797  0.113
O -0.9124 0.2852 2.7466  -0.229
O 0.4199 -6.6983 -1.5405  -0.191
C 0.1278 3.6135 -0.9471  -0.244
C 2.8604 -0.2199 -4.3472  -0.546
C -0.6946 4.6054 -0.1357  -0.056
C -6.3694 -1.6511 3.6595  -0.247
H -3.7855 -1.3192 -0.4569  0.121
O -0.7228 -1.2411 -0.8824  -0.182
C -7.9268 -1.3190 -0.2806  -0.240
O 0.2132 -0.6194 4.6961  -0.214
F 3.5431 -0.9855 -5.1997  0.172
O 1.9265 0.9767 -6.2060  0.172
C -3.4273 -3.4677 -0.3762  -0.054
O -6.4718 -1.2704 -0.1883  -0.175
H 3.0555 5.6122 -2.1901  0.059
H -0.5718 2.9521 -1.4555  0.116
H -3.7250 1.1906 4.1251  0.132
S 0.0682 -2.6191 -0.6434  0.573
H 2.6721 6.9541 -1.1224  0.079
O -6.8089 -1.5597 2.2810  -0.196
H -6.0695 -0.6568 3.9971  0.113
O 2.5930 4.5659 0.2705  -0.187
C 2.2775 3.4121 -4.8785  -0.184
H -2.4357 -8.2210 -2.0135  0.133
H -1.4132 -8.6830 -0.6905  0.132
S -0.9704 -0.7705 3.9448  0.578
O 7.1816 1.0645 0.2231  0.040
F 9.7925 2.0921 -1.7611  0.170
H -3.0035 -4.1526 0.3593  0.084
H 4.1427 5.8834 0.6480  0.121
H -0.0596 5.1722 0.5385  0.076
H -8.1128 -3.3510 -0.9289  0.080
C -7.5254 -2.2365 4.4397  -0.066
H -0.0432 0.6578 -1.1166  0.115
C -2.2205 0.8727 2.5686  -0.146
C -8.4258 -2.7315 -0.0882  -0.069
H -2.6865 -1.8862 0.8470  0.094
H -2.8686 0.1796 2.0295  0.103
C -2.6492 1.0915 4.0050  -0.140
C 3.4221 6.1968 -1.3431  -0.063
O -0.4360 -8.6891 -2.5069  -0.179
C -1.4164 -8.1422 -1.6445  -0.177
H -0.4304 0.2777 0.5083  0.104
H -1.2096 5.2845 -0.8203  0.084
F 10.2551 1.2766 0.1901  0.156
P 2.4877 2.9866 0.0460  0.354
C 0.0180 -0.1502 -0.3855  -0.166
C 1.4804 -0.5993 -0.2564  -0.112
H 3.2723 1.7618 4.1721  0.079
H 0.2539 4.1081 -4.5091  0.067
H 2.5984 4.0790 -4.0801  0.107
H 0.3355 2.7549 -5.5767  0.076
C 5.2220 0.4225 1.4833  -0.057
H -1.3893 -5.9766 -2.1193  0.125
H -8.3660 -0.5415 0.3417  0.118
H -8.1125 -1.0191 -1.3141  0.118
O 2.5052 2.1055 -4.3463  0.033
O 2.8246 2.3924 1.4575  -0.187
O 1.5143 -7.6422 -3.5278  -0.211
H 0.7798 4.1329 -1.6481  0.107
H -9.5030 -2.7561 0.0628  0.082
H 1.5325 1.8909 4.5012  0.078
H 4.5251 4.5926 -0.5200  0.110
P -5.7636 -1.0391 1.2105  0.344
C -1.0032 -6.7017 -1.3995  -0.157
H 6.9335 1.5663 2.1941  0.135
O 0.9197 2.8197 -0.0512  -0.197
C 2.2093 2.8844 2.6692  -0.229
F 9.0938 0.1073 -1.2269  0.174
H -2.1430 1.9452 4.4583  0.132
H 2.1881 0.8112 3.2638  0.072
O 1.4982 -1.9631 -0.7446  -0.178
O 1.7745 -8.7294 -1.3541  -0.213
O -4.6524 -2.1501 1.2518  -0.174
C 9.3134 1.3400 -0.7726  -0.544
H 0.8327 4.3547 -6.1620  0.084
O 7.8707 3.1671 -0.1870  0.170
O -0.2418 -3.4398 -1.7493  -0.209
H -8.4626 -1.7293 4.2278  0.080
H 1.1743 3.1533 2.4444  0.111

Calculated values
Energy, Eh: -5304.30235
SMILES: CCOC(=O)C(F)(F)F.CCOC(=O)C(F)(F)F.CCOP(=O)(OCC)OCC.CCOP(=O)(OCC)OCC.O=S1(=O)OCCO1.O=S1(=O)OCCO1.O=S1(=O)OCCO1
2S+1: 1

Entry from OMol25: a cluster of 2 separate species, C7H10N2O3 in total in a non-equilibrium geometry (ωB97M-V/def2-TZVPD).

Last column: natural (NBO) charge in e.
Positions of all 22 atoms, in Å:
H -1.4182 -0.8748 -2.7776  0.469
N -0.7077 -0.2890 -1.6444  -0.622
H -0.2071 2.0325 -1.0195  0.204
C 0.4104 1.7310 -0.2437  -0.103
C -1.4279 -0.4749 -0.5574  0.627
C -0.6839 -0.8622 0.7649  -0.140
C 0.7720 -0.2768 -1.5226  0.157
H -1.5573 -1.4671 1.0044  0.273
H 1.0592 -0.1753 1.8365  0.239
C -0.0512 0.2339 1.8149  -0.436
H -0.4111 -0.1147 2.7986  0.240
C 1.1785 -1.5501 -0.8304  0.640
N 0.4824 -1.6723 0.3056  -0.627
H 0.4231 2.4291 2.1460  0.228
C -0.1499 1.5692 1.3750  -0.430
H 0.7378 -2.5873 0.4906  0.422
H -1.2664 1.9952 1.4998  0.230
O 1.8182 -2.5097 -1.4065  -0.623
O -2.7027 -0.4898 -0.7097  -0.633
H 1.2156 0.0125 -2.5996  0.215
H 1.1017 2.6986 -0.0708  0.205
O 1.3845 0.6421 -0.6538  -0.535

Calculated values
ΔE to the lowest compared entry with this formula, charge and spin, kJ/mol: 645.8
2S+1: 1

Entry from OMol25: a cluster of 2 separate species, C2H3Cl2N in total in a non-equilibrium geometry (ωB97M-V/def2-TZVPD).

Last column: natural (NBO) charge in e.
Positions of all 8 atoms, in Å:
H -1.4658 -1.1370 -0.1922  0.120
H 0.2230 1.2205 0.3328  0.374
H 1.3435 -1.2354 -0.5027  0.207
Cl 2.8253 0.6747 -0.0574  0.015
N 0.1979 0.2112 0.1778  -0.534
Cl -2.7049 0.8655 -0.2237  -0.006
C -1.7814 -0.3490 0.4809  -0.275
C 1.3625 -0.2504 -0.0155  0.098

Calculated values
ΔE to the lowest compared entry with this formula, charge and spin, kJ/mol: 354.1
2S+1: 1